Molecular formula: C25H31BrN10RuS
Method: DFT, wB97M-V/def2-TZVPD

Computed properties:
Maximum force in eV Å⁻¹: 0.843
Orbital gap (alpha / beta) in hartree: 0.253 / 0.241
Spin multiplicity: 2
Calculated total energy in hartree: -4585.764408
Net charge: +1
ΔE to the lowest compared entry with this formula, charge and spin in eV: 0.609
E_HOMO (alpha / beta) in eV: -10.0 / -9.9
<S²>: 0.755

The geometry in XYZ format:
```
69
Properties=species:S:1:pos:R:3:forces:R:3
Ru -0.1579 0.1812 -0.0842 -0.1 -0.4 0.5
S 1.7984 -1.4332 0.3838 0.5 0.2 -0.3
C 1.8947 -1.8697 -1.2961 0.1 0.1 0.0
C 2.8311 -2.7550 -1.8477 0.0 0.0 0.1
C 2.8177 -2.9647 -3.2081 0.0 0.0 -0.1
C 1.8869 -2.2924 -4.0037 0.1 -0.1 0.0
C 0.9957 -1.4527 -3.3768 -0.1 0.0 0.2
N 0.9860 -1.2544 -2.0523 0.0 -0.2 -0.4
H 3.5472 -3.2473 -1.2035 0.0 0.0 0.0
H 3.5299 -3.6439 -3.6602 0.0 0.0 0.0
H 1.8598 -2.4233 -5.0764 0.0 0.0 0.0
H 0.2458 -0.9140 -3.9515 0.0 0.0 0.0
N -2.6604 -2.0524 -0.8414 0.0 0.0 0.1
C -2.5789 -1.0692 -1.7291 0.2 0.1 -0.2
N -3.5059 -1.0427 -2.6805 0.0 0.0 0.1
C -3.4176 -0.0505 -3.5558 0.0 0.1 -0.1
N -4.3370 0.0285 -4.5195 0.0 0.0 0.0
N -2.4501 0.8949 -3.5522 -0.1 -0.1 0.0
C -1.5802 0.7711 -2.5859 0.3 0.3 -0.1
N -1.5573 -0.1618 -1.6281 -0.6 -0.5 0.2
C -0.4399 1.7095 -2.5721 -0.3 -0.1 0.0
C -0.3297 2.7225 -3.5020 0.1 0.1 -0.1
C 0.8153 3.5018 -3.5002 -0.1 0.0 -0.1
C 1.8156 3.1924 -2.6008 0.1 -0.1 0.1
C 1.6136 2.1630 -1.6954 0.1 -0.2 -0.2
N 0.4843 1.4545 -1.6416 0.4 0.4 0.5
H -3.3613 -2.7592 -0.9783 0.0 0.0 0.0
H -1.9348 -2.1731 -0.1643 0.0 -0.1 0.0
H -5.0482 -0.6776 -4.5829 0.0 0.0 0.0
H -4.2856 0.7659 -5.1984 0.0 0.0 0.0
H -1.1306 2.8661 -4.2115 0.0 0.0 0.0
H 0.9357 4.3075 -4.2118 0.0 0.0 0.0
H 2.7565 3.7246 -2.5965 0.0 0.0 0.0
H 2.3973 1.8573 -1.0294 0.1 0.0 0.2
Br -3.5719 -3.7792 4.3789 -0.1 -0.1 0.1
C -2.5615 -2.6898 3.2467 0.0 0.0 0.0
C -1.5611 -3.2278 2.4604 0.1 0.0 0.0
C -0.8428 -2.3837 1.6326 0.0 0.1 0.2
N -1.0646 -1.0584 1.5407 -0.5 -0.2 -0.3
C -2.0320 -0.5621 2.3321 0.1 -0.2 0.0
C -2.7981 -1.3289 3.1875 0.0 0.1 0.0
H -1.3322 -4.2838 2.4844 0.0 0.0 0.0
H -0.0403 -2.7658 1.0173 0.0 0.0 0.0
H -2.1975 0.4982 2.2914 -0.1 0.0 0.0
H -3.5648 -0.8652 3.7914 0.0 0.0 0.0
C -1.5957 1.5781 0.3296 -0.1 0.3 -0.3
H -2.5784 1.1481 0.1277 -0.1 0.1 0.1
H -1.4634 2.4447 -0.3241 -0.1 0.1 0.1
H -1.5651 1.9252 1.3514 0.0 0.1 0.0
C 1.2250 0.2768 3.0589 0.0 0.2 0.1
C 2.0140 0.9277 4.2298 -0.1 0.1 -0.1
N 2.3947 2.2953 3.8966 0.1 0.1 0.1
C 3.1778 2.2928 2.6704 -0.1 -0.1 0.0
C 2.3195 1.7530 1.4974 0.0 -0.1 0.3
N 0.9939 1.2712 1.9757 0.2 -0.1 -0.4
C 0.3065 2.4403 2.5752 0.1 -0.1 0.2
C 1.1956 3.0906 3.6725 0.0 -0.1 -0.1
H 0.2543 -0.0790 3.4015 0.1 0.0 0.0
H 1.7656 -0.5655 2.6385 0.0 0.0 0.0
H 2.9178 0.3589 4.4478 0.0 0.0 0.0
H 1.4075 0.9577 5.1359 0.0 0.0 0.0
H 4.0646 1.6759 2.8200 0.0 0.0 0.0
H 3.5071 3.3143 2.4754 0.0 0.0 0.0
H 2.8123 0.9226 0.9971 0.0 0.0 -0.1
H 2.1178 2.5464 0.7903 0.0 0.2 -0.1
H -0.6241 2.0859 3.0221 0.0 0.0 0.0
H 0.0591 3.1410 1.7791 0.0 0.0 0.0
H 0.6461 3.1653 4.6111 0.0 0.0 0.0
H 1.5001 4.0963 3.3816 0.0 0.0 0.0
```
Positions in Å, forces in eV/Å.

***

Molecular formula: C4H13NO3
Method: DFT, wB97M-V/def2-TZVPD

Computed properties:
Maximum force in eV Å⁻¹: 3.652
Orbital gap in hartree: 0.148
Calculated total energy in hartree: -440.299936
Net charge: 0
ΔE to the lowest compared entry with this formula, charge and spin in eV: 11.300
E_HOMO in eV: -9.1

The geometry in XYZ format:
```
21
Properties=species:S:1:pos:R:3:forces:R:3
C 0.1349 1.9983 1.6655 -1.3 2.2 -0.3
O 0.7948 1.8820 -1.0059 1.0 1.2 -1.0
C 0.2998 0.7486 2.0772 1.0 -1.7 -1.3
C -0.1681 -0.2359 1.0103 -0.2 0.2 0.3
C 0.8689 -1.0255 0.0587 1.9 1.7 -2.1
O 0.1557 -1.6245 -1.0307 1.5 0.9 3.2
N -0.9823 0.6810 -2.3337 1.0 -0.2 -2.6
H -0.0514 2.8151 2.3923 1.0 -0.3 -0.6
H -0.0176 2.1072 0.5839 -0.6 0.7 1.0
H 1.2496 2.6365 -1.4966 -0.8 -1.4 0.6
H 0.8165 0.5980 3.0303 -0.8 -0.8 -0.1
H -0.7918 0.3562 0.3168 0.5 -0.3 0.2
H -0.8338 -0.9837 1.4088 0.0 -0.6 0.4
H 1.5396 -1.6010 0.7659 -1.3 -0.5 -0.7
H 1.6969 -0.2789 -0.3799 -2.0 -1.4 0.7
H -0.7163 -0.2343 -1.9259 -0.1 -0.1 -0.2
H -0.5612 1.4538 -1.8460 0.1 1.2 1.4
H -0.5596 0.8364 -3.3087 -0.9 -1.0 1.6
H -1.3547 -4.2316 0.0724 0.1 0.0 -0.7
H -0.5055 -2.5172 -0.3911 -1.2 -2.1 0.5
O -1.0143 -3.3801 0.3364 1.1 2.3 -0.3
```
Positions in Å, forces in eV/Å.

***

Molecular formula: C2H3BrClN
Method: DFT, wB97M-V/def2-TZVPD

Computed properties:
Maximum force in eV Å⁻¹: 3.356
Orbital gap in hartree: 0.316
Calculated total energy in hartree: -3166.815558
Net charge: 0
ΔE to the lowest compared entry with this formula, charge and spin in eV: 3.008
E_HOMO in eV: -8.9

The geometry in XYZ format:
```
8
Properties=species:S:1:pos:R:3:forces:R:3
C 0.3919 -0.1036 -1.5060 1.9 2.6 -1.0
C -0.5244 0.9547 1.4337 -1.3 -0.2 0.1
N 0.0712 -0.3311 -0.3151 0.3 0.3 -0.3
Cl 0.8891 0.8223 2.3182 1.2 0.1 0.5
Br -1.8516 -0.2388 2.4438 0.4 0.4 -0.8
H 0.9435 0.8808 -1.7797 -1.3 -1.3 0.7
H 0.3280 -0.7223 -2.3989 -0.3 -0.7 0.4
H -0.2477 -1.2620 -0.1960 -0.9 -1.2 0.3
```
Positions in Å, forces in eV/Å.

***

Molecular formula: C35H59BCl3HgIN9O3
Method: DFT, wB97M-V/def2-TZVPD

Computed properties:
Maximum force in eV Å⁻¹: 0.395
Orbital gap (alpha / beta) in hartree: 0.247 / 0.295
Spin multiplicity: 2
Calculated total energy in hartree: -3944.191233
Net charge: 0
ΔE to the lowest compared entry with this formula, charge and spin in eV: 1.345
E_HOMO (alpha / beta) in eV: -6.5 / -8.0
<S²>: 0.756

The geometry in XYZ format:
```
112
Properties=species:S:1:pos:R:3:forces:R:3
Hg 0.4959 -0.1160 -0.6603 -0.1 0.0 0.2
C -0.2171 4.5357 2.4141 0.0 -0.1 0.0
C -0.2017 3.8425 1.0901 0.1 0.0 -0.1
C -0.4227 4.4164 -0.1393 -0.1 0.0 0.0
C -0.2210 3.4051 -1.0887 0.2 0.2 0.0
N 0.0936 2.2666 -0.4554 -0.1 -0.1 0.2
N 0.1044 2.5450 0.8844 -0.1 0.0 0.1
B 0.4838 1.5383 1.9939 0.1 -0.2 -0.3
N 1.9261 1.0012 1.8339 0.0 -0.1 0.3
N 2.4543 0.4087 0.7220 0.0 0.3 -0.1
C 3.7499 0.2041 0.9736 0.1 0.0 0.0
C 4.0467 0.6266 2.2778 0.0 0.1 0.0
C 2.8731 1.1261 2.7889 0.0 -0.1 0.0
C 2.6425 1.6826 4.1561 0.0 0.0 0.0
C 4.8215 -0.3006 0.0220 0.0 0.0 -0.1
C 4.2885 -0.7376 -1.3387 0.0 0.1 0.1
C 5.7989 0.8669 -0.2108 0.0 0.0 0.0
C 5.6137 -1.4603 0.6503 0.0 0.0 0.0
N -0.5478 0.3829 2.1900 -0.1 0.2 0.0
N -0.5028 -0.8455 1.5738 0.0 0.1 0.1
C -1.3414 -1.6427 2.2626 0.0 0.0 -0.1
C -1.9309 -0.9133 3.3021 0.0 0.0 0.0
C -1.4202 0.3571 3.2167 0.1 0.0 0.0
C -1.7680 1.5210 4.0826 0.0 0.0 0.0
C -1.5639 -3.1485 2.1360 0.1 0.1 -0.1
C -0.7297 -3.8256 3.2398 0.1 0.0 0.0
C -1.1911 -3.7369 0.7684 0.0 0.2 0.0
C -3.0329 -3.4935 2.4272 0.1 0.0 0.1
C -0.1279 3.7001 -2.5780 0.1 0.0 0.0
C 1.3385 4.1009 -2.8288 0.0 -0.1 0.0
C -0.4956 2.5498 -3.5159 0.0 0.1 -0.1
C -1.0325 4.8902 -2.9289 0.1 0.0 0.0
H -0.4334 5.5899 2.2491 0.0 0.0 0.0
H 0.7495 4.4610 2.9121 0.0 0.0 0.0
H -0.9712 4.1326 3.0867 0.0 0.0 0.0
H -0.6760 5.4459 -0.3218 0.0 0.0 0.0
H 0.4880 2.1558 3.0077 -0.1 0.0 0.0
H 5.0015 0.6084 2.7754 0.0 0.0 0.0
H 3.5506 1.5556 4.7433 0.0 0.0 0.0
H 1.8276 1.1679 4.6651 0.0 0.0 0.0
H 2.4016 2.7456 4.1277 0.0 0.0 0.0
H 4.0604 0.1344 -1.9471 0.1 -0.1 0.2
H 3.3839 -1.3384 -1.2678 0.0 0.0 0.0
H 5.0509 -1.3140 -1.8663 0.0 0.0 0.0
H 5.2747 1.7269 -0.6303 0.0 0.0 0.0
H 6.5734 0.5616 -0.9179 0.0 0.0 0.0
H 6.2818 1.1750 0.7175 0.0 0.0 0.0
H 5.0568 -2.3983 0.6256 0.0 0.0 0.0
H 5.8943 -1.2591 1.6841 0.0 0.0 0.0
H 6.5292 -1.6129 0.0756 0.0 0.0 0.0
H -2.6323 -1.2571 4.0424 0.0 0.0 0.0
H -2.3692 1.1703 4.9201 0.0 0.0 0.0
H -2.3538 2.2586 3.5313 0.0 0.0 0.0
H -0.8863 2.0211 4.4798 0.0 0.0 0.0
H 0.3360 -3.6408 3.1014 0.0 0.0 0.0
H -0.8971 -4.9054 3.2223 0.0 0.0 0.0
H -1.0096 -3.4490 4.2246 0.0 0.0 0.0
H -0.1899 -4.1584 0.7820 0.1 0.0 0.0
H -1.2465 -2.9882 -0.0196 0.0 0.0 0.0
H -1.8723 -4.5517 0.5166 0.0 0.0 0.0
H -3.3675 -3.1033 3.3875 0.0 0.0 0.0
H -3.1390 -4.5804 2.4574 0.0 0.0 0.0
H -3.6918 -3.1118 1.6591 -0.2 0.2 -0.2
H 2.0070 3.2713 -2.5959 0.0 0.0 0.0
H 1.6174 4.9522 -2.2044 0.0 0.0 0.0
H 1.4841 4.3614 -3.8785 0.0 0.0 0.0
H -0.1891 1.5826 -3.1380 0.1 0.1 0.0
H 0.0029 2.6883 -4.4754 0.0 0.0 0.0
H -1.5721 2.5366 -3.7072 0.1 0.1 -0.1
H -0.6432 5.8340 -2.5441 0.0 0.0 0.0
H -2.0470 4.7533 -2.5453 0.0 0.0 0.0
H -1.0898 4.9778 -4.0149 0.0 0.0 0.0
C -5.6400 -0.9850 0.6499 0.1 -0.1 0.0
N -5.2575 -1.8462 -0.4561 0.0 -0.1 0.1
C -6.3390 -2.4438 -1.2184 0.1 0.0 0.0
C -3.9524 -1.9275 -0.8308 0.0 0.1 0.1
C -3.6309 -2.8339 -1.9961 0.0 0.0 0.0
O -3.0736 -1.3017 -0.2484 -0.1 -0.1 0.0
H -6.2310 -1.5535 1.3713 0.0 0.0 0.0
H -6.2333 -0.1400 0.2957 0.0 0.1 0.0
H -4.7415 -0.6183 1.1383 0.0 0.0 0.0
H -7.2069 -2.5415 -0.5688 0.0 0.0 0.0
H -6.0734 -3.4357 -1.5761 0.0 0.0 0.0
H -6.6218 -1.8255 -2.0759 0.0 0.0 0.0
H -4.1816 -2.5310 -2.8875 0.0 0.0 0.0
H -3.8893 -3.8690 -1.7675 0.0 0.0 0.0
H -2.5654 -2.7624 -2.1930 0.0 0.0 0.0
N -2.9217 0.1476 -3.9515 0.0 0.0 0.0
C -2.3186 0.3522 -2.7669 -0.2 0.0 0.0
O -1.3346 -0.2976 -2.4419 0.0 -0.2 0.3
C -2.8573 1.4124 -1.8307 0.0 -0.1 0.2
I -4.8092 2.1664 -2.2396 0.0 0.0 0.1
H -2.4471 -0.4488 -4.6107 0.0 0.0 0.0
H -3.6396 0.7677 -4.2860 0.0 0.0 0.0
H -2.1956 2.2739 -1.8565 -0.1 -0.2 0.1
H -2.8658 0.9997 -0.8278 -0.1 -0.1 0.1
C 2.2508 -2.7992 1.3377 0.0 0.0 -0.1
C 1.9610 -3.1980 -0.0791 0.1 0.0 0.1
C 2.5361 -4.4873 -0.5990 0.0 0.0 0.0
O 1.3247 -2.4858 -0.8357 -0.1 0.0 -0.1
H 2.4844 -3.6573 1.9647 0.0 0.0 0.0
H 1.4220 -2.2202 1.7383 0.0 0.0 0.0
H 3.1106 -2.1287 1.3322 0.0 -0.1 0.0
H 2.7164 -5.2113 0.1926 0.0 0.0 0.0
H 3.4913 -4.2505 -1.0775 0.0 0.0 0.0
H 1.8818 -4.9036 -1.3625 0.0 0.0 0.0
Cl 2.0116 1.8487 -6.1383 -0.1 0.0 0.1
C 3.3012 0.7666 -4.3536 0.2 -0.1 0.0
Cl 4.3727 2.0337 -3.8510 -0.1 0.0 -0.1
Cl 4.0395 -0.5441 -5.2046 0.0 0.0 0.0
C 2.3471 0.3957 -3.4062 -0.3 0.1 -0.2
N 1.4973 0.1364 -2.6643 0.3 -0.1 -0.3
```
Positions in Å, forces in eV/Å.